No. 1
The following is a quantum chemistry calculation of C32H35IrN5S2Se as an isolated structure at a distorted geometry, from the OMol25 dataset.

Values from the calculation:
2S+1: 6
max |F|: 0.0342 hartree/bohr
LUMO (spin up / spin down): -0.003 / -0.103 Eh
⟨S²⟩: 8.816
frontier orbital gap (spin up / spin down): 6.10 / 4.40 eV
DFT total energy: -4816.17574 a.u.

XYZ file:
```
76
Properties=species:S:1:pos:R:3:mulliken_charge:R:1
H -1.355 4.170 -1.181 0.4712
C -2.168 -1.109 -2.978 1.2209
H 4.386 4.392 1.195 0.3905
C 1.683 2.081 -1.495 -0.0114
H 3.170 1.669 0.487 -0.7076
S -1.379 0.446 1.519 -0.2055
H -3.134 4.845 0.337 0.4051
C 1.726 4.103 2.344 -0.6797
N -0.752 -2.599 1.718 1.5972
C -0.025 -3.858 1.803 -1.6090
C -2.963 3.777 0.195 -1.5712
C -0.529 -2.494 4.160 -0.2759
H -2.020 -4.495 -2.905 0.3653
H 2.176 3.038 -1.665 0.5299
C -0.539 4.547 1.708 -0.7063
H -2.693 -3.445 1.703 0.4111
C -0.446 3.646 0.661 0.5307
C -1.858 -2.392 -2.514 -1.2341
C -0.755 -0.416 5.351 -0.6467
C -2.243 -3.498 -3.270 0.1502
C 0.127 -3.308 -1.542 -1.7282
C -1.016 0.221 4.156 -0.7005
N -1.143 -2.601 -1.263 1.2289
H -3.704 -1.954 -5.897 0.3749
C 4.259 3.528 0.543 -1.3759
C -1.561 3.497 -0.342 1.0936
H 3.580 2.203 2.095 0.6014
H -0.589 -4.639 2.335 0.3634
C 2.177 -1.019 -3.009 -0.3473
H -1.201 1.288 4.125 0.4690
N 1.535 -0.264 -2.146 0.0866
H 3.538 1.884 -3.761 0.5309
H 3.727 -0.672 -4.591 0.4508
H -3.180 -4.232 -5.046 0.3889
C 2.994 1.024 -3.404 -1.2362
H 0.191 -4.221 0.802 0.2955
H 0.438 5.456 3.387 0.4144
S -1.831 0.351 -2.084 -0.6617
Se 2.097 -0.817 1.148 -0.1583
H -3.707 3.408 -0.511 0.4107
H -2.563 -1.801 1.061 0.5006
H -0.332 -2.310 6.276 0.3866
N 0.845 1.954 -0.521 0.1936
H -0.346 -3.559 4.192 0.4167
C -0.777 -1.873 2.937 -1.1732
N 4.330 -0.637 -0.794 -0.6637
H 0.001 -4.397 -1.533 0.4371
H 3.945 3.895 -0.436 0.2565
Ir -0.077 -0.278 -0.452 2.1543
C 1.878 3.201 1.297 0.8199
H -1.526 2.490 -0.753 -0.6470
H -3.117 3.265 1.145 0.3150
H -0.739 0.144 6.277 0.3999
H 0.470 -3.023 -2.532 0.4315
C 0.532 4.764 2.560 -1.1952
H -3.023 -3.356 -0.678 0.5431
C 3.091 -0.263 -3.824 -0.8948
C 3.229 2.549 1.122 0.1000
C -2.900 -3.354 -4.478 -0.9438
H -3.073 0.023 -4.545 0.4744
C -3.196 -2.081 -4.949 -0.6776
C -2.840 -0.977 -4.202 -0.7370
H 2.571 4.291 2.997 0.4908
H -1.672 -4.390 -0.250 0.4920
C -1.025 -0.481 2.945 0.9012
C -2.067 -2.767 1.100 -1.4001
C -0.516 -1.783 5.349 -0.8051
H 0.927 -3.695 2.302 0.4438
H 5.225 3.035 0.429 0.4321
H 2.036 -2.087 -3.049 0.5040
C 3.465 -0.713 -0.025 0.3770
C -1.998 -3.346 -0.306 -0.9851
H 0.895 -3.033 -0.816 0.3671
C 0.762 2.946 0.474 -0.6029
H -1.460 5.095 1.858 0.3409
C 2.029 1.010 -2.347 0.0219
```

No. 2
The following is a quantum chemistry calculation of an isolated ion of composition C32H35N4 and charge +1 at a distorted geometry, from the OMol25 dataset.

Values from the calculation:
max |F|: 0.0582 hartree/bohr
LUMO: -0.152 Eh
charge: +1
energy relative to the best compared isomer or geometry (same formula, charge and spin): 7.8 kcal/mol
SMILES string: N#C[C@@H](C(c1cc2c3c(c1)CCCN3CCC2)c1cc2c3c(c1)CCCN3CCC2)[n+]1ccccc1
frontier orbital gap: 5.14 eV
DFT total energy: -1459.19036 a.u.

XYZ file:
```
71
Properties=species:S:1:pos:R:3:mulliken_charge:R:1
C 0.896 1.312 -0.638 -0.3404
H 3.075 -2.539 -0.504 0.5401
C 1.717 -0.754 -1.786 0.2509
C -3.433 -1.767 3.375 -0.8126
C 0.738 -2.822 -2.814 0.0413
C 1.331 3.391 -1.855 0.1520
C 1.429 5.273 -3.520 -0.8951
C -0.883 -4.430 4.019 -0.6051
H -1.489 -0.332 -0.063 0.9384
C -0.903 -0.938 0.635 -1.0985
N -1.484 -3.228 3.476 0.0098
H 2.127 5.970 -3.990 0.3778
H -3.160 -3.507 4.644 0.4100
H 2.261 -2.026 1.223 0.5911
H -3.107 -0.166 1.975 0.2003
H 1.549 -4.595 2.357 0.2345
C -2.923 -3.172 3.626 -0.6855
H 2.666 3.511 -3.503 0.4135
H -0.718 1.434 0.805 1.0189
H 2.310 -0.081 0.061 0.4145
C 0.532 6.044 -2.567 -0.6358
H 2.276 -3.296 3.296 0.4335
C 1.314 -3.739 3.011 -0.6786
H -0.003 -2.174 -3.283 0.4334
H -1.071 6.519 -0.363 0.2973
N -0.309 5.172 -1.775 -0.0225
H -1.869 6.505 -1.940 0.4116
H 1.034 -5.205 4.568 0.3806
C 0.532 -2.729 2.237 0.1773
H 3.007 4.647 -2.197 0.3209
C 0.887 -4.145 -3.188 -0.8027
H -3.404 -3.880 2.927 0.2939
C 1.173 -1.929 1.304 -0.4486
C 2.196 4.185 -2.780 -0.9441
H 0.276 -4.489 -4.018 0.4156
H 1.886 -6.017 -2.777 0.4372
H -3.207 5.454 -0.061 0.3754
C -0.856 -2.536 2.472 0.1786
N 0.495 0.317 -3.874 -0.5394
C 1.023 -0.139 -2.932 -0.5978
C -1.558 -1.585 1.687 0.0216
N 1.570 -2.259 -1.898 0.3215
C -1.815 3.826 0.251 -0.7084
C 1.791 -4.965 -2.519 -0.1970
H -1.529 4.284 1.209 0.3208
C 0.119 3.946 -1.349 0.3257
C 0.489 -1.016 0.496 -0.5929
H -2.548 3.046 0.481 0.3202
C -1.430 5.855 -1.170 -0.6891
C -2.466 4.888 -0.629 -0.8815
C 1.680 2.096 -1.504 -1.1773
H -4.523 -1.773 3.432 0.3758
C -2.977 -1.255 2.009 -0.3647
H 2.804 -0.575 -1.899 0.6357
C -0.609 3.214 -0.376 0.4637
C 2.445 -3.052 -1.223 0.2319
C 0.605 -4.248 4.263 -0.9429
H -3.635 -1.667 1.229 0.2906
C -0.175 1.943 0.007 -1.3262
H -1.403 -4.672 4.954 0.4113
H 1.152 6.675 -1.902 0.2818
H -0.127 6.723 -3.124 0.3916
H 0.818 4.823 -4.311 0.3194
H -2.983 4.409 -1.467 0.3100
H 2.596 1.685 -1.947 0.4542
H -3.066 -1.099 4.161 0.3034
H 0.761 -3.540 5.084 0.3178
H -1.038 -5.278 3.325 0.2713
H 3.259 -4.982 -0.913 0.4445
C 2.553 -4.399 -1.497 -0.9514
C 1.330 -0.143 -0.443 1.3764
```

No. 3
The following is a quantum chemistry calculation of C32H35N5O3PtS as an isolated structure at a distorted geometry, from the OMol25 dataset.

Values from the calculation:
max |F|: 0.0636 hartree/bohr
LUMO: -0.012 Eh
frontier orbital gap: 7.13 eV
DFT total energy: -2257.42129 a.u.

XYZ file:
```
77
Properties=species:S:1:pos:R:3:mulliken_charge:R:1
H -3.194 -1.960 2.086 0.7185
C 0.238 0.737 1.870 -0.8655
C 0.532 1.715 4.076 -1.2272
C 1.250 -1.321 -2.559 -1.0368
H -3.917 -6.691 0.944 0.3696
H 3.264 1.468 -3.173 0.5099
C -2.013 -5.573 -0.615 -1.5713
C -2.498 -0.956 -2.065 0.1537
N -0.712 -1.531 1.753 -0.1641
H 3.421 1.005 2.943 0.2720
H 1.814 4.752 -5.527 0.4386
C -1.011 -1.677 0.447 0.3787
C 4.001 2.853 3.784 -1.1136
C -4.467 -5.079 2.232 -0.6972
H 1.528 -0.570 -1.813 -0.1099
H -4.023 -1.052 -3.556 0.4540
N 3.726 1.937 2.705 -0.0845
C 0.447 3.319 -2.785 0.6369
C -1.129 -1.027 -1.795 -0.1356
H -0.940 -5.458 -0.466 0.3414
N -1.617 -2.876 0.122 0.0781
Pt 0.537 1.102 -0.143 0.6647
C 2.667 3.091 -4.456 -0.6130
H -2.244 -6.633 -0.676 0.4118
C 0.604 1.798 2.697 -0.7058
C 1.413 2.351 -2.568 1.5299
H 4.312 2.278 4.651 0.3345
C -2.966 -1.118 -3.356 -0.8598
H 3.904 5.017 -0.416 0.3538
H -4.845 -3.281 3.337 0.4269
C -3.320 -3.010 1.866 -0.1727
H -0.935 -2.336 2.323 0.1436
C -2.072 -1.366 -4.387 -0.7188
H 1.290 1.669 -1.697 -0.8079
H -0.997 5.079 -3.441 0.3937
H -0.023 -1.624 -4.927 0.4334
H 1.532 -2.295 -2.156 0.3439
C -3.740 -5.658 1.206 -0.6830
H 0.832 2.550 4.697 0.4512
C -0.759 3.432 -1.885 0.9650
H -3.183 -0.756 -1.253 0.5246
H -2.431 -1.519 -5.394 0.4302
C -0.715 -1.430 -4.120 -0.9231
C -0.219 -1.255 -2.838 1.0404
C -0.257 -0.421 2.477 1.1959
H 3.720 3.360 -1.006 0.3031
C -2.567 -3.599 0.852 0.2065
N -0.656 -0.856 -0.488 -0.7242
C -2.786 -4.940 0.504 0.7585
C 1.723 4.066 -4.699 -0.7903
H 1.812 -1.146 -3.473 0.4439
C 3.405 4.069 -0.246 -0.9291
S 3.234 1.082 0.287 -0.4156
H -0.195 -2.644 4.287 0.4033
C 2.525 2.230 -3.374 -1.4601
H -1.588 -3.094 -0.866 0.4078
H 2.322 4.211 -0.328 0.3118
C 0.603 4.200 -3.873 0.1597
C -4.261 -3.751 2.558 -0.9851
H -5.203 -5.661 2.764 0.3935
H 0.017 0.460 5.730 0.3188
O -0.284 5.160 -4.143 -0.7003
H 3.124 3.450 4.057 0.3438
H 3.522 2.986 -5.107 0.3983
C 0.078 0.543 4.654 -0.7830
C -0.324 -0.529 3.878 1.4170
C -0.809 -1.782 4.555 -1.5841
H 4.817 3.519 3.503 0.4011
H 0.947 2.723 2.246 0.5971
H 3.787 4.251 1.795 0.2409
N 3.762 3.565 1.056 -0.1584
O -1.564 4.352 -2.097 -0.8863
O -0.927 2.591 -0.955 -0.6034
C 3.547 2.286 1.414 0.3869
H -1.846 -2.002 4.304 0.3010
H -2.267 -5.118 -1.573 0.3391
H -0.749 -1.657 5.633 0.3825
```

Look up the max |F| of the second one. 0.0582 hartree/bohr